ORCA calculation (wB97M-V/def2-TZVPD) on a cluster of 3 separate species, C16H37BF4N8O6P2 in total at a distorted geometry.

SMILES: O=C(F)N(BN(C(=O)F)C(=O)F)C(=O)F.CN(C)P(=O)(N(C)C)N(C)C.CN(C)P(=O)(N(C)C)N(C)C
Spin multiplicity: 1
LUMO energy (eV): -1.06
Gap between HOMO and LUMO (eV): 6.797

Atoms and positions in Å:
1 O -2.2976 1.1015 5.6851
2 C -2.0279 1.2091 6.8277
3 F -2.2405 0.2244 7.6890
4 N -1.4054 2.4039 7.3613
5 B -0.2967 1.9986 8.2761
6 N 1.0215 2.6115 8.1905
7 C 2.0874 1.6915 8.1187
8 O 3.1885 1.9658 7.7931
9 F 1.7614 0.4526 8.4724
10 C 1.1584 3.5706 7.1164
11 O 1.0637 3.3136 5.9721
12 F 1.4139 4.7894 7.5591
13 C -2.4346 3.1393 8.0332
14 O -3.2122 2.7332 8.8293
15 F -2.4500 4.4077 7.6331
16 H -0.4381 1.1518 9.0814
17 C -1.3282 0.3836 -1.1163
18 N -2.5171 0.5901 -0.3194
19 C -3.2570 1.8021 -0.6451
20 P -3.3919 -0.6003 0.5372
21 O -4.7043 -0.6278 -0.1902
22 N -2.9149 -2.2512 0.3020
23 C -1.8291 -2.6514 -0.5675
24 C -4.0233 -3.1959 0.2130
25 N -2.4072 -0.4942 1.9172
26 C -1.8055 0.7534 2.3834
27 C -2.3842 -1.5611 2.9198
28 H -0.7774 1.3192 -1.2331
29 H -1.5492 -0.0009 -2.1193
30 H -0.6218 -0.2829 -0.6218
31 H -3.5758 2.3206 0.2668
32 H -4.1504 1.6015 -1.2438
33 H -2.6304 2.4965 -1.2027
34 H -1.9689 -2.3208 -1.6051
35 H -1.7454 -3.7400 -0.5762
36 H -0.8678 -2.2904 -0.1939
37 H -4.4639 -3.2371 -0.7905
38 H -4.8154 -2.9326 0.9119
39 H -3.6732 -4.1959 0.4851
40 H -0.7610 0.8069 2.0640
41 H -1.8247 0.8354 3.4685
42 H -2.3243 1.6309 2.0083
43 H -1.4752 -2.1581 2.8105
44 H -3.2386 -2.2242 2.8268
45 H -2.4104 -1.1563 3.9336
46 C 1.4260 -1.2585 -6.5122
47 N 1.7149 -0.0238 -5.8205
48 C 0.9347 1.1185 -6.2829
49 P 2.4228 0.1534 -4.2724
50 O 1.3023 0.7486 -3.4733
51 N 2.6665 -1.3032 -3.3662
52 C 2.3121 -2.6193 -3.8542
53 C 2.3712 -1.1868 -1.9415
54 N 4.0140 0.0794 -4.8634
55 C 4.4189 0.6373 -6.1513
56 C 5.1391 -0.2277 -3.9774
57 H 1.3365 -1.0720 -7.5856
58 H 0.4963 -1.7320 -6.1729
59 H 2.2455 -1.9716 -6.4255
60 H 1.5683 2.0071 -6.3834
61 H 0.1144 1.3692 -5.6044
62 H 0.5069 0.9213 -7.2646
63 H 1.2484 -2.7066 -4.1109
64 H 2.5291 -3.3669 -3.0893
65 H 2.9228 -2.9012 -4.7148
66 H 1.3015 -1.2945 -1.7231
67 H 2.6934 -0.2214 -1.5546
68 H 2.9218 -1.9543 -1.3908
69 H 4.4786 -0.1569 -6.8996
70 H 5.3987 1.1141 -6.0906
71 H 3.7301 1.3968 -6.5091
72 H 5.4635 -1.2598 -4.1279
73 H 4.8772 -0.1033 -2.9315
74 H 5.9892 0.4304 -4.1677


ORCA calculation (wB97M-V/def2-TZVPD) on a structure of composition C6H9N at a distorted geometry.

Spin multiplicity: 1
LUMO energy (eV): 1.00
Gap between HOMO and LUMO (eV): 8.196

Atoms and positions in Å:
1 C 0.9536 2.3705 -0.1159
2 C 0.4922 0.9378 -0.1241
3 C 1.3816 -0.1134 -0.1041
4 C 0.7649 -1.3761 0.0195
5 C -0.5642 -1.2629 0.2362
6 C -1.8065 -1.9623 0.1338
7 N -0.7826 0.5418 -0.0451
8 H 1.0000 2.7178 0.9221
9 H 1.9607 2.4548 -0.5377
10 H 0.3098 3.0554 -0.6762
11 H 2.4448 -0.0069 -0.1666
12 H 1.3614 -2.2958 0.0114
13 H -2.3594 -1.3493 -0.6321
14 H -1.1866 -2.9747 0.1771
15 H -2.5152 -2.0814 0.9580
16 H -1.4543 1.3448 -0.0563


ORCA calculation (wB97M-V/def2-TZVPD) on a cluster of 2 separate species, C3H11N3O in total at a distorted geometry.

Spin multiplicity: 2
LUMO energy (alpha / beta) (eV): -3.64 / -7.94
Gap between HOMO and LUMO (alpha / beta) (eV): 11.712 / 7.348
Net charge: +1

Atoms and positions in Å:
1 C -2.2075 0.4179 0.7834
2 C -1.1874 -0.4413 0.0455
3 N 0.1479 -0.2324 0.6174
4 C 1.2534 -0.8523 0.1650
5 N 1.4318 -0.9665 -1.1770
6 N 2.1129 -1.2617 1.0856
7 H -1.9973 1.4697 0.6153
8 H -2.1064 0.2606 1.8589
9 H -3.2099 0.1633 0.4799
10 H -1.4545 -1.5029 0.1212
11 H -1.1541 -0.2227 -1.0143
12 H 0.1988 -0.1638 1.6428
13 H 1.2514 -0.1419 -1.7383
14 H 2.2680 -1.4483 -1.4741
15 H 2.7749 -1.9632 0.7556
16 H 0.6456 1.5354 -0.7110
17 H 0.2788 3.0050 -0.9254
18 O 0.9536 2.3450 -1.1305


ORCA calculation (wB97M-V/def2-TZVPD) on a structure of composition C37H62Al2B2BrF4N4O17PS2 at a distorted geometry.

Spin multiplicity: 1
LUMO energy (eV): -5.36
Gap between HOMO and LUMO (eV): 2.067

Atoms and positions in Å:
1 C 6.6397 -2.0783 2.6918
2 C 5.3415 -2.1763 2.9602
3 B 4.1834 -1.1639 2.4128
4 P 3.3730 -0.3450 4.0373
5 S 4.3682 1.2421 4.6665
6 O 4.6752 -0.1936 1.4891
7 C 3.7843 -0.0243 0.3766
8 C 2.7621 0.9547 0.9318
9 C 1.8787 1.6930 -0.0758
10 C 0.9136 2.5774 0.7424
11 C -0.2527 1.7277 1.1648
12 N -1.3002 1.6400 0.1993
13 C -1.9947 2.8627 -0.1123
14 C -2.0318 4.0476 0.8068
15 O -2.5994 2.9043 -1.1506
16 C 4.7167 0.5607 -0.6673
17 C 5.1564 1.9983 -0.4181
18 C 6.2386 2.1742 0.6496
19 C 7.5173 1.3968 0.4126
20 S 8.7305 2.2249 -0.6489
21 C 7.9837 2.0419 -2.2106
22 N 7.7826 2.8914 -3.0940
23 N 7.1272 2.1999 -4.1113
24 C 6.9879 1.0406 -3.7528
25 O 7.5238 0.8242 -2.5250
26 C 3.3390 -1.5560 0.2280
27 C 4.4858 -2.3232 -0.4036
28 B 4.5531 -3.8330 -0.1246
29 O 3.5386 -4.6555 0.4765
30 O 5.6885 -4.5195 -0.5388
31 C 2.0905 -1.6549 -0.5758
32 F 1.9112 -2.9599 -0.9593
33 F 2.1884 -0.9746 -1.6871
34 F 1.0139 -1.3227 0.0641
35 O 3.2086 -1.9182 1.5651
36 H 7.2836 -1.2263 2.7744
37 H 7.0895 -3.0093 2.4268
38 H 4.9958 -2.9938 3.5951
39 H 3.4353 -1.3187 5.0564
40 H 2.0202 -0.0331 3.7688
41 H 2.0943 0.4879 1.6381
42 H 3.3270 1.7058 1.4569
43 H 1.2447 1.0501 -0.6638
44 H 2.4122 2.3211 -0.7662
45 H 1.3922 2.8942 1.6645
46 H 0.5729 3.4504 0.2060
47 H -0.6868 2.0805 2.1274
48 H 0.0464 0.7088 1.3585
49 H -2.0112 0.9993 0.5760
50 H -1.4652 4.8396 0.3398
51 H -1.6387 3.8727 1.7965
52 H -3.0506 4.3729 0.9219
53 H 5.5995 -0.0332 -0.8385
54 H 4.1765 0.5694 -1.6119
55 H 5.5773 2.3505 -1.3529
56 H 4.3559 2.6795 -0.1856
57 H 5.8410 1.9451 1.6290
58 H 6.4995 3.2242 0.6503
59 H 7.3693 0.3908 0.0504
60 H 8.0171 1.2964 1.3643
61 H 6.5026 0.2597 -4.2845
62 H 5.4259 -1.8945 -0.0930
63 H 4.4442 -2.1878 -1.4846
64 H 2.8463 -4.9223 -0.1586
65 H 5.3756 -5.2594 -1.0717
66 Al 6.8743 -4.7744 2.8302
67 C 0.9281 -9.2378 -3.0591
68 O 0.6655 -7.9338 -3.5894
69 C 1.1618 -6.9369 -2.8755
70 O 1.7925 -7.0467 -1.8463
71 O 0.8563 -5.7949 -3.4733
72 C 1.3515 -4.6533 -2.7713
73 H 0.4693 -9.9506 -3.7362
74 H 1.9982 -9.4268 -3.0173
75 H 0.4843 -9.3495 -2.0721
76 H 2.4376 -4.6849 -2.7073
77 H 0.9098 -4.6058 -1.7872
78 H 1.0593 -3.7712 -3.3303
79 C -3.2270 -0.5316 4.4872
80 C -3.3420 0.0704 3.0664
81 C -3.8840 -1.0442 2.1066
82 O -2.1290 0.4253 2.6399
83 H -2.5508 -1.3851 4.5121
84 H -2.8657 0.2159 5.1912
85 H -4.2074 -0.8699 4.8292
86 H -4.1264 0.8457 3.1117
87 H -3.2350 -1.9066 2.0641
88 H -4.0010 -0.6547 1.0958
89 H -4.8622 -1.3756 2.4570
90 C -5.8955 5.9427 -1.5357
91 C -4.5288 6.7838 -1.5371
92 C -3.5306 5.8898 -2.4050
93 O -4.0957 6.8618 -0.3552
94 H -5.7771 4.9492 -1.1067
95 H -6.6608 6.4729 -0.9750
96 H -6.2410 5.8282 -2.5600
97 H -4.7087 7.7166 -2.0897
98 H -3.3853 4.8943 -1.9894
99 H -2.5623 6.3773 -2.4800
100 H -3.9421 5.7816 -3.4096
101 Al 3.7945 -5.8416 2.8749
102 F 0.7001 3.4261 -1.7677
103 C -2.1318 -7.5648 -1.0496
104 C -2.8799 -6.2562 -1.0266
105 C -2.0914 -5.0614 -1.4993
106 O -2.7519 -3.9861 -0.8188
107 C -3.2808 -4.4979 0.3199
108 O -3.7508 -3.8456 1.1917
109 O -3.2060 -5.8532 0.3191
110 H -2.0546 -7.9419 -2.0693
111 H -1.1246 -7.4512 -0.6451
112 H -2.6412 -8.3072 -0.4372
113 H -3.8199 -6.3548 -1.5758
114 H -2.1299 -4.9190 -2.5770
115 H -1.0488 -5.0845 -1.1735
116 N -7.5355 7.9680 -3.8900
117 O -8.2356 7.2832 -3.1067
118 O -6.3794 7.5753 -4.1272
119 O -7.9727 8.9910 -4.3867
120 Br 8.0846 -2.4606 4.8987
121 C -9.5491 3.9292 -0.1713
122 C -9.6839 3.1093 0.9398
123 C -9.4131 3.6065 2.2070
124 C -9.0160 4.9266 2.3641
125 C -8.8845 5.7477 1.2532
126 C -9.1473 5.2481 -0.0150
127 H -9.7572 3.5414 -1.1598
128 H -10.0000 2.0814 0.8183
129 H -9.5127 2.9650 3.0729
130 H -8.8095 5.3156 3.3527
131 H -8.5767 6.7783 1.3756
132 H -9.0408 5.8880 -0.8834


no.,total energy (hartree)
1,-2628.3718
2,-288.6591
3,-360.1066
4,-7590.2808